Molecular formula: C40H56As3ClI2N9O4SSn
Method: DFT, ωB97M-V/def2-TZVPD

Calculated values
- ΔE to the lowest compared entry with this formula, charge and spin: 439.6 kJ/mol
- E_LUMO (alpha / beta): 0.201 / 0.199 eV
- Charge: -1
- Multiplicity: 1
- HOMO level (alpha / beta): -5.01 / -5.01 eV

Geometry (Å):
Sn1 0.14988 -0.03453 -1.01178
N1 3.03834 5.14722 1.71500
C1 2.92938 3.67585 1.67437
C2 2.01973 3.22144 2.80743
C3 1.79406 1.71487 2.80436
N2 0.91687 1.33853 1.69564
C4 3.12846 0.96229 2.73582
C5 4.11156 1.44659 1.66407
N3 3.64982 1.13875 0.31624
C6 4.27816 2.96362 1.77413
H1 0.80534 5.58168 1.93543
H2 3.66702 5.46797 0.98748
H3 3.43903 5.43731 2.59972
H4 2.46690 3.39816 0.72501
H5 1.05596 3.73686 2.74589
H6 2.48054 3.50168 3.76414
H7 1.33524 1.45027 3.76663
H8 0.03725 1.84590 1.72147
H9 0.70841 0.35349 1.79571
H10 2.93468 -0.10666 2.59582
H11 3.61972 1.08025 3.70763
H12 5.07736 0.97364 1.89018
H13 3.31561 0.18446 0.23170
H14 4.38245 1.27435 -0.37033
H15 4.94115 3.31376 0.97477
H16 4.74951 3.21698 2.73295
C7 -3.14930 3.02263 0.70727
As1 -3.22425 1.07120 0.56550
C8 -4.95778 1.02454 -0.35977
C9 -3.88094 0.80577 2.43075
C10 -4.07935 -0.61439 3.01119
C11 -4.93235 -0.44584 4.27837
C12 -2.73133 -1.22763 3.41457
As2 -1.35499 -1.49470 2.01262
C13 0.04893 -1.81478 3.34890
C14 -1.70952 -3.36169 1.53584
C15 -4.81424 -1.48924 1.97521
As3 -5.37962 -3.39163 2.20589
C16 -7.17677 -3.02142 2.90895
C17 -4.64811 -4.11345 3.88344
H17 -2.23277 3.34047 1.20298
H18 -4.01585 3.39695 1.25807
H19 -3.15416 3.43930 -0.30017
H20 -5.71138 1.56331 0.22107
H21 -5.29492 0.00226 -0.52823
H22 -4.83096 1.49821 -1.33488
H23 -4.82859 1.35352 2.47788
H24 -3.18045 1.34357 3.07789
H25 -4.47038 0.28322 4.94928
H26 -5.04074 -1.37960 4.82675
H27 -5.93078 -0.08145 4.02147
H28 -2.88938 -2.19617 3.88828
H29 -2.25625 -0.58774 4.16355
H30 -0.27136 -2.61541 4.02031
H31 0.21816 -0.90921 3.93303
H32 0.97408 -2.09645 2.85309
H33 -1.28954 -4.04009 2.28172
H34 -1.26357 -3.58921 0.57063
H35 -2.78206 -3.54485 1.46878
H36 -4.21584 -1.51324 1.05777
H37 -5.74983 -0.99308 1.70267
H38 -7.77557 -2.53767 2.13719
H39 -7.13740 -2.37684 3.78832
H40 -7.65927 -3.96156 3.17803
H41 -3.60742 -4.40648 3.75330
H42 -5.22473 -5.02054 4.07365
H43 -4.74411 -3.45770 4.74453
I1 1.91929 0.80560 -2.82545
I2 4.10225 1.67930 -4.56846
N4 -4.56270 -3.86195 -3.15939
C18 -3.32948 -3.54372 -2.49589
N5 -2.14244 -3.32317 -2.85677
C19 -1.72555 -2.23685 -1.95943
N6 -0.55307 -1.84393 -1.81703
Cl1 -6.73753 -3.53237 -1.34484
C20 -5.24550 -3.05169 -2.09462
C21 -3.93478 -2.82221 -1.32763
C22 -3.07001 -1.56682 -1.44820
C23 -3.52738 -0.71434 -2.61522
C24 -4.38531 -1.16428 -3.53297
C25 -5.14687 -2.44211 -3.41567
C26 -2.86928 0.64460 -2.80316
O1 -3.60842 1.61712 -2.97072
O2 -1.58347 0.63862 -2.79545
H44 -3.89168 -3.33678 -0.36870
H45 -2.89992 -0.98257 -0.54796
H46 -4.61570 -0.53536 -4.38428
H47 -6.00704 -2.53718 -4.06274
N7 -0.90507 3.50231 -2.68851
C27 -0.75245 3.68804 -1.37896
O3 -0.68450 2.77784 -0.55596
C28 -0.64848 5.10465 -0.90529
C29 -0.35520 5.32186 0.38174
N8 -0.15122 5.51559 1.54099
C30 -0.81797 6.22548 -1.77577
N9 -0.96322 7.12927 -2.47642
H48 -1.11747 2.54038 -2.98121
H49 -1.08191 4.27252 -3.30798
C31 -1.04472 -9.58954 3.07415
C32 -0.53446 -8.27109 2.54108
O4 -1.15002 -7.24493 2.61809
S1 1.10008 -8.41252 1.81247
C33 1.39192 -6.73680 1.31866
C34 2.12346 -5.89106 2.14262
C35 2.27430 -4.55440 1.80206
C36 1.68971 -4.05033 0.63933
C37 1.00961 -4.92735 -0.21601
C38 0.85489 -6.25974 0.12634
C39 1.66592 -2.64715 0.34132
C40 1.53543 -1.45665 0.11822
H50 -2.10359 -9.68321 2.83767
H51 -0.93532 -9.58440 4.15987
H52 -0.49110 -10.43460 2.66592
H53 2.55763 -6.27632 3.05650
H54 2.83609 -3.88971 2.44617
H55 0.57158 -4.53000 -1.12527
H56 0.30617 -6.93032 -0.52289

Löwdin atomic charge list, values in e, 99 entries: atom 1 (Sn): 0.802, atom 2 (N): 0.033, atom 3 (C): -0.396, atom 4 (C): -0.130, atom 5 (C): -0.379, atom 6 (N): 0.051, atom 7 (C): -0.112, atom 8 (C): -0.390, atom 9 (N): 0.045, atom 10 (C): -0.129, atom 11 (H): 0.073, atom 12 (H): 0.077, atom 13 (H): 0.071, atom 14 (H): 0.139, atom 15 (H): 0.089, atom 16 (H): 0.124, atom 17 (H): 0.124, atom 18 (H): 0.059, atom 19 (H): -0.036, atom 20 (H): 0.107, atom 21 (H): 0.117, atom 22 (H): 0.128, atom 23 (H): 0.013, atom 24 (H): 0.072, atom 25 (H): 0.116, atom 26 (H): 0.117, atom 27 (C): -0.303, atom 28 (As): 1.158, atom 29 (C): -0.276, atom 30 (C): -0.348, atom 31 (C): -0.664, atom 32 (C): -0.069, atom 33 (C): -0.345, atom 34 (As): 1.143, atom 35 (C): -0.305, atom 36 (C): -0.277, atom 37 (C): -0.364, atom 38 (As): 1.132, atom 39 (C): -0.340, atom 40 (C): -0.340, atom 41 (H): 0.003, atom 42 (H): 0.030, atom 43 (H): 0.029, atom 44 (H): 0.032, atom 45 (H): 0.016, atom 46 (H): 0.010, atom 47 (H): 0.070, atom 48 (H): 0.075, atom 49 (H): 0.085, atom 50 (H): 0.057, atom 51 (H): 0.084, atom 52 (H): 0.053, atom 53 (H): 0.075, atom 54 (H): 0.030, atom 55 (H): 0.015, atom 56 (H): -0.009, atom 57 (H): 0.034, atom 58 (H): 0.004, atom 59 (H): -0.037, atom 60 (H): 0.005, atom 61 (H): 0.071, atom 62 (H): 0.014, atom 63 (H): 0.012, atom 64 (H): 0.014, atom 65 (H): 0.004, atom 66 (H): 0.016, atom 67 (H): 0.006, atom 68 (I): 0.218, atom 69 (I): -0.273, atom 70 (N): 0.143, atom 71 (C): -0.309, atom 72 (N): 0.221, atom 73 (C): -0.407, atom 74 (N): -0.008, atom 75 (Cl): 0.664, atom 76 (C): -0.756, atom 77 (C): -0.149, atom 78 (C): -0.180, atom 79 (C): -0.099, atom 80 (C): 0.043, atom 81 (C): -0.161, atom 82 (C): -0.641, atom 83 (O): 0.003, atom 84 (O): -0.205, atom 85 (H): 0.091, atom 86 (H): -0.008, atom 87 (H): 0.124, atom 88 (H): 0.135, atom 89 (N): 0.224, atom 90 (C): -0.533, atom 91 (O): -0.120, atom 92 (C): -0.137, atom 93 (C): -0.081, atom 94 (N): 0.232, atom 95 (C): -0.208, atom 96 (N): 0.145, atom 97 (H): 0.076, atom 98 (H): 0.107, atom 99 (C): -0.081